Entry 1:
A structure of composition C16H31F3P2W. Source: OMol25; level of theory: ωB97M-V/def2-TZVPD.

The calculation puts the HOMO energy (spin up / spin down) at -0.541 / -0.574 Ha. The value obtained for the molar mass is 526.21 g mol⁻¹. As for the expectation value of S²: 2.007. The calculation puts the orbital gap (spin up / spin down) at 7.26 / 6.37 eV. The energy above the lowest of the compared OMol25 structures with the same formula, charge and spin is 0.0 kJ/mol. Its net charge is +2. As for the spin multiplicity: 3.

Geometry (Å):
P (1.2326, -1.8541, 2.4487)
P (0.6727, -1.8255, -1.2655)
C (-0.3345, -2.0577, 1.5104)
C (-0.4813, -2.5339, 0.0397)
H (-0.7771, -1.0489, 1.5851)
H (-0.9256, -2.6974, 2.1947)
H (-0.4075, -3.6294, -0.0710)
H (-1.4748, -2.2553, -0.3423)
C (-0.1457, -2.2064, -2.8616)
H (0.4848, -2.8864, -3.4466)
H (-0.2690, -1.2653, -3.4078)
H (-1.1247, -2.6596, -2.6653)
C (1.9310, -3.1755, -1.3028)
H (1.9011, -3.7007, -2.2655)
H (1.7922, -3.9105, -0.4998)
H (2.9336, -2.7604, -1.2058)
C (0.6142, -0.9309, 3.8581)
H (1.2715, -1.1173, 4.7040)
H (-0.4036, -1.2595, 4.0997)
H (0.6037, 0.1485, 3.6586)
C (2.1896, -3.2658, 2.8656)
H (2.4279, -3.8687, 1.9780)
H (1.6352, -3.8815, 3.5894)
H (3.1309, -2.9176, 3.3176)
W (-0.0148, 1.4356, -0.9395)
C (-1.8083, 1.1816, -1.8161)
C (-1.0842, 2.4427, -2.3139)
C (-1.5010, 3.7848, -1.7854)
C (-1.1760, 4.0433, -0.2878)
C (-0.3231, 2.9395, 0.3283)
C (-0.9682, 1.6403, 0.8363)
C (-2.4859, 1.4876, 0.6631)
C (-2.9354, 1.3545, -0.8088)
C (2.1148, -0.6525, 1.4426)
H (-1.9517, 0.4302, -2.5915)
H (-0.7887, 2.4341, -3.3599)
H (-2.5568, 3.9527, -2.0114)
H (-0.9706, 4.5519, -2.3683)
H (-0.5848, 4.9831, -0.2226)
H (-2.1080, 4.2119, 0.2855)
H (0.5657, 3.2655, 0.8845)
H (-0.6283, 1.3176, 1.8303)
H (-3.0569, 2.3104, 1.1484)
H (-2.8177, 0.5782, 1.1931)
H (-3.5917, 0.4708, -0.8927)
H (-3.5477, 2.2243, -1.1104)
H (2.3038, -1.0367, 0.4357)
H (2.9943, -0.1926, 1.8942)
H (1.3931, 0.1345, 1.3439)
F (2.1413, 3.3498, -1.9518)
C (1.9111, 1.9741, -1.8760)
F (1.9569, 1.4932, -3.1901)
F (3.0415, 1.4496, -1.2753)

---

Entry 2:
A structure of composition C43H53GeNS4SbTl. Source: OMol25; level of theory: ωB97M-V/def2-TZVPD.

The calculation puts the HOMO energy at -0.275 Ha. The value obtained for the molar mass is 1110.92 g mol⁻¹. The calculation puts the orbital gap at 6.82 eV. Its net charge is 0.

Geometry (Å):
Tl (0.7942, 0.0964, -1.0841)
S (2.4809, -1.8665, -1.1799)
C (2.5999, -1.9841, -2.9267)
C (3.8691, -2.1780, -3.5008)
C (4.0289, -2.4315, -4.8522)
C (2.9406, -2.5255, -5.7078)
C (1.6782, -2.3124, -5.1783)
C (1.5211, -2.0166, -3.8340)
S (-0.1655, -1.7820, -3.2770)
C (-0.7969, -0.5461, -4.4824)
C (-1.8696, 0.3758, -3.9082)
C (-3.1670, 0.4404, -4.3979)
C (-4.0163, 1.4305, -3.9204)
C (-3.5957, 2.3028, -2.9574)
C (-2.2668, 2.1752, -2.5100)
C (-1.8042, 3.1333, -1.4170)
S (-0.1886, 3.0353, -0.5938)
C (1.0006, 3.7884, -1.6438)
C (1.0068, 5.1854, -1.5705)
C (1.8908, 5.9550, -2.2820)
C (2.7635, 5.3160, -3.1401)
C (2.8067, 3.9367, -3.2246)
C (1.9757, 3.1306, -2.4287)
S (2.3038, 1.4195, -2.4674)
N (-1.4560, 1.2257, -2.9496)
H (4.7120, -2.1406, -2.8384)
H (5.0117, -2.6322, -5.2574)
H (3.0535, -2.7833, -6.7676)
H (0.7829, -2.3887, -5.8230)
H (-1.1735, -1.0192, -5.3856)
H (0.0555, 0.0863, -4.7385)
H (-3.4712, -0.2645, -5.1753)
H (-4.9820, 1.5326, -4.3828)
H (-4.2268, 3.0796, -2.5459)
H (-2.4956, 2.9735, -0.5747)
H (-1.9840, 4.1535, -1.7395)
H (0.3128, 5.6885, -0.8687)
H (1.9271, 7.0507, -2.2132)
H (3.3949, 5.9083, -3.8146)
H (3.5089, 3.4679, -3.9164)
Ge (-3.1968, -0.5150, -0.4632)
C (-3.3548, -2.3515, -1.1256)
C (-2.5166, -3.4407, -1.2141)
C (-2.9422, -4.6229, -1.8508)
C (-4.1995, -4.6799, -2.3941)
C (-5.0816, -3.5989, -2.3032)
C (-4.6510, -2.4322, -1.6974)
C (-3.8322, -0.8064, 1.3888)
C (-3.5270, -1.8026, 2.3132)
C (-4.2420, -1.9362, 3.4981)
C (-5.3531, -1.1246, 3.7232)
C (-5.7046, -0.1409, 2.8197)
C (-4.8941, 0.0442, 1.7000)
H (-0.8184, -0.1943, -0.3441)
H (-1.5166, -3.3791, -0.8480)
H (-2.2331, -5.4338, -2.0021)
H (-4.5438, -5.5830, -2.9021)
H (-6.0623, -3.6994, -2.7613)
H (-5.3377, -1.6033, -1.6798)
H (-2.6603, -2.4328, 2.1403)
H (-3.9260, -2.7188, 4.2049)
H (-5.8849, -1.2382, 4.6677)
H (-6.5109, 0.5290, 3.0405)
H (-5.1416, 0.8716, 1.0323)
C (0.7729, 0.8927, 5.1000)
C (0.3532, 1.1056, 3.6401)
C (0.3263, 2.6124, 3.3529)
C (-1.0718, 0.5278, 3.4656)
Sb (1.7313, 0.0909, 2.1404)
C (1.8955, -2.0187, 2.9247)
C (3.2383, -2.5897, 2.5344)
C (0.7695, -2.8053, 2.1893)
C (1.6892, -2.2022, 4.4382)
C (3.6411, 1.2017, 2.2148)
C (4.7472, 0.3835, 1.5363)
C (3.3211, 2.4433, 1.3608)
C (4.1160, 1.6678, 3.5942)
H (0.0557, 1.4354, 5.7521)
H (1.7509, 1.3195, 5.3097)
H (0.7790, -0.1520, 5.4658)
H (-0.3961, 3.1525, 3.9765)
H (0.0942, 2.7952, 2.2951)
H (1.3011, 3.0352, 3.5873)
H (-1.7274, 0.9584, 4.2491)
H (-1.1000, -0.5691, 3.5987)
H (-1.5376, 0.8009, 2.4995)
H (3.4685, -2.4986, 1.4620)
H (3.2131, -3.6537, 2.7638)
H (4.0452, -2.1192, 3.0928)
H (0.9579, -2.8121, 1.1209)
H (-0.2345, -2.3501, 2.3871)
H (0.7701, -3.8369, 2.5454)
H (2.4019, -1.7096, 5.0806)
H (1.7148, -3.2971, 4.6314)
H (0.6886, -1.8608, 4.7625)
H (4.4387, 0.0652, 0.5489)
H (4.9718, -0.5168, 2.1182)
H (5.6353, 1.0271, 1.4867)
H (3.0176, 2.1965, 0.3165)
H (4.2468, 3.0624, 1.2876)
H (2.5066, 3.0297, 1.7951)
H (4.3922, 0.8657, 4.3276)
H (3.3916, 2.2710, 4.0951)
H (4.9949, 2.3250, 3.4857)

---

Entry 3:
A cluster of 4 separate species, C19H45N3O3PSSi in total. Source: OMol25; level of theory: ωB97M-V/def2-TZVPD.

The calculation puts the HOMO energy at -0.437 Ha. The value obtained for the molar mass is 454.71 g mol⁻¹. The calculation puts the orbital gap at 7.05 eV. Its net charge is +1.

Geometry (Å):
C (2.8864, -2.0463, 1.7045)
C (3.3289, -1.9045, 0.1001)
C (3.1290, -0.3699, -0.4407)
N (1.9070, -0.1885, -1.3553)
C (0.7702, 0.4824, -0.6134)
C (0.7657, 2.0829, -0.1498)
C (-0.5101, 2.7364, 0.7120)
N (-0.3577, 4.1889, 1.1055)
C (-1.2422, 5.1158, 0.3015)
C (-1.7106, 4.5391, -1.1599)
N (-1.7013, 1.8415, 1.0803)
P (-2.9933, 2.6230, 2.0486)
S (-4.4072, 3.4491, 0.9984)
C (-1.7719, 0.3554, 0.6706)
Si (-3.2842, -0.8013, 1.1097)
C (-3.1474, -2.4937, 0.1255)
C (-4.9273, 0.0304, 0.4589)
C (-3.4100, -1.2415, 2.9800)
C (-0.5518, -0.3974, -0.1896)
H (3.5200, -2.8687, 2.2681)
H (3.0891, -1.0115, 2.2606)
H (1.7530, -2.3153, 1.8272)
H (2.7200, -2.7210, -0.4824)
H (4.4767, -2.2027, -0.0299)
H (3.0972, 0.3474, 0.5013)
H (4.1193, -0.1016, -1.0497)
H (2.2144, 0.3430, -2.1992)
H (1.7122, 2.7076, -0.4684)
H (0.6628, 4.4375, 1.0299)
H (-0.5965, 6.0952, 0.0817)
H (-2.1458, 5.5026, 0.9784)
H (-2.4211, 3.6098, -1.1263)
H (-0.7612, 4.3892, -1.8612)
H (-2.3398, 5.4114, -1.6776)
H (-2.3494, 3.7034, 2.7986)
H (-3.5842, 1.7373, 3.0204)
H (-2.0863, -2.9731, 0.3807)
H (-4.0419, -3.2181, 0.3775)
H (-3.1056, -2.2356, -1.0360)
H (-5.4809, 0.5505, 1.3517)
H (-5.6119, -0.7095, -0.1486)
H (-4.5626, 0.8679, -0.3097)
H (-2.3593, -1.4878, 3.4635)
H (-4.1245, -2.1922, 3.0600)
H (-3.9208, -0.4118, 3.6507)
H (-0.5992, -1.5406, -0.5070)
C (-6.2118, 6.1177, -3.1507)
C (-6.8042, 6.1630, -1.7575)
O (-6.6394, 4.9054, -1.1191)
H (-6.6943, 5.3377, -3.7488)
H (-6.3346, 7.0787, -3.6583)
H (-5.1451, 5.8740, -3.1105)
H (-7.8744, 6.3851, -1.8035)
H (-6.3181, 6.9320, -1.1492)
H (-5.6854, 4.7215, -1.0757)
C (5.5659, -3.9320, -2.8614)
C (4.6069, -5.0850, -3.0735)
O (3.4214, -4.8748, -2.3207)
H (5.8188, -3.8320, -1.8008)
H (6.4872, -4.0810, -3.4317)
H (5.1090, -2.9862, -3.1703)
H (5.0591, -6.0248, -2.7432)
H (4.3392, -5.1835, -4.1300)
H (3.0232, -4.0422, -2.6275)
C (5.4162, -5.6880, 2.3746)
C (6.3972, -4.6339, 1.9049)
O (6.6005, -3.6703, 2.9278)
H (4.4582, -5.2302, 2.6419)
H (5.2450, -6.4364, 1.5956)
H (5.7895, -6.1923, 3.2719)
H (6.0104, -4.1177, 1.0213)
H (7.3618, -5.0822, 1.6479)
H (6.9519, -4.1375, 3.7050)